115
Properties=species:S:1:pos:R:3 method="wB97M-V/def2-TZVPD" homo_energy_ev=-9.76 charge=0 max_force_ha_per_bohr=0.037
C -0.9257 -0.9697 2.0423
C -1.4510 0.4476 1.8177
O -0.7467 1.2551 1.2789
O -2.7269 0.7388 2.3070
C -3.7035 0.9037 1.3316
O -3.5062 1.4681 0.2974
C -5.1123 0.3587 1.6232
N -5.8110 1.2431 2.5883
C -7.1966 0.8570 2.5329
O -7.5278 -0.2976 2.6422
O -8.1426 1.8001 2.3010
C -9.2681 1.6748 3.1655
C -10.4487 0.9223 2.4907
S -11.8702 1.1644 3.5980
C -13.3134 0.5574 2.7868
N -13.9381 -0.4087 3.3686
N -15.0384 -0.6838 2.5952
C -14.9916 0.1352 1.5921
O -13.9261 0.9674 1.6598
H 0.0955 -0.8887 2.4336
H -0.8345 -1.5088 1.0906
H -1.5172 -1.5164 2.7852
H -5.6664 0.4319 0.6824
H -5.0838 -0.6912 1.9549
H -5.4909 1.0374 3.5320
H -9.6633 2.6529 3.4794
H -8.9861 1.1590 4.0939
H -10.1567 -0.1288 2.3782
H -10.5650 1.3640 1.4923
H -15.7587 0.1351 0.8273
C -12.7218 -1.6506 -1.2809
Cl -14.0896 -2.5535 -1.9436
Cl -13.0765 -1.1762 0.3866
Cl -11.2698 -2.6619 -1.3163
Cl -12.4519 -0.1974 -2.2555
C -5.3020 5.2537 1.5958
Cl -3.9223 4.9811 0.5149
Cl -6.1234 6.7626 1.1597
Cl -6.4369 3.9096 1.4501
Cl -4.7152 5.3595 3.2615
C 3.4111 0.0874 0.6885
Cl 4.3827 1.2112 1.6473
Cl 1.7155 0.5771 0.7534
Cl 3.9670 0.1029 -0.9926
Cl 3.5809 -1.5495 1.3493
C -15.0561 -4.7554 1.7293
Cl -14.6010 -5.2308 3.3697
Cl -16.5572 -5.5764 1.2727
Cl -15.2990 -2.9999 1.6793
Cl -13.7647 -5.2147 0.6050
C 3.3272 -1.8625 -4.7427
Cl 5.0982 -1.8750 -4.7579
Cl 2.7191 -3.1164 -5.8332
Cl 2.7500 -2.1761 -3.1013
Cl 2.7459 -0.2810 -5.2792
C 3.3466 5.0156 2.7682
Cl 3.9123 4.5930 4.3891
Cl 2.0196 3.9426 2.3084
Cl 2.7796 6.6918 2.7537
Cl 4.6827 4.8337 1.6188
C 8.1193 2.3835 -0.5036
Cl 7.0217 3.7483 -0.2222
Cl 9.4222 2.4145 0.6941
Cl 7.2288 0.8654 -0.3621
Cl 8.8020 2.5133 -2.1260
C -1.5794 2.5048 -2.9334
Cl -1.0418 2.0922 -1.3069
Cl -2.8861 1.4129 -3.4195
Cl -2.1709 4.1738 -2.9547
Cl -0.2281 2.3449 -4.0692
C 9.2771 -0.2833 -4.9664
Cl 9.8822 -0.6846 -3.3524
Cl 7.9746 -1.4005 -5.4000
Cl 8.6553 1.3722 -4.9688
Cl 10.5872 -0.4222 -6.1459
C 13.8487 -1.9521 -3.7537
Cl 14.4423 -2.3727 -2.1444
Cl 12.5421 -3.0681 -4.2053
Cl 13.2286 -0.2972 -3.7491
Cl 15.1742 -2.0784 -4.9181
C 13.7443 -3.1057 -8.7770
Cl 13.3740 -3.0672 -7.0488
Cl 12.3355 -2.5569 -9.6972
Cl 15.1167 -2.0366 -9.1077
Cl 14.1557 -4.7580 -9.2571
C 16.3368 -5.9079 -0.6580
Cl 14.7653 -5.7260 0.1377
Cl 16.3072 -5.0657 -2.2109
Cl 17.6006 -5.2139 0.3667
Cl 16.6636 -7.6234 -0.9253
C 13.8660 -9.9278 -3.4228
Cl 12.2056 -10.5387 -3.4177
Cl 14.3298 -9.4947 -5.0737
Cl 13.9762 -8.5007 -2.3868
Cl 14.9570 -11.1809 -2.8134
C 5.0242 1.3068 6.8916
Cl 3.4114 0.5866 6.9909
Cl 5.0480 2.8258 7.7991
Cl 6.2120 0.1906 7.5780
Cl 5.4216 1.6282 5.2008
C -19.9297 -4.1563 3.7662
Cl -20.5979 -3.1040 5.0222
Cl -19.7333 -5.7922 4.4109
Cl -21.0341 -4.1973 2.3835
Cl -18.3598 -3.5371 3.2473
C 12.0495 5.2243 -2.4344
Cl 10.4912 5.4282 -1.6268
Cl 12.0095 6.0316 -4.0075
Cl 13.3285 5.9331 -1.4398
Cl 12.3710 3.4984 -2.6653
C -3.1043 8.9889 2.6827
Cl -3.6277 8.1272 4.1371
Cl -3.0105 7.8554 1.3281
Cl -4.2702 10.2646 2.3021
Cl -1.5128 9.7092 2.9659